ORCA calculation (wB97M-V/def2-TZVPD) on a 2-piece molecular cluster, C2H6NO3Si overall.

```
13
Properties=species:S:1:pos:R:3
C 0.88 2.14 -1.33
C 1.28 -0.56 0.61
N 0.49 0.58 0.75
O 0.23 1.55 -2.07
O 1.56 2.88 -0.79
O -0.90 0.29 0.91
Si -1.75 -0.83 0.11
H 2.30 -0.18 0.54
H 1.22 -1.14 1.52
H 1.08 -1.16 -0.33
H -0.99 -2.04 0.39
H -2.46 -0.75 -1.17
H -2.93 -0.77 0.87
```

As for the LUMO energy: 3.797 eV. The calculation puts the HOMO-LUMO gap at 5.36 eV. The energy above the lowest of the compared OMol25 structures with the same formula, charge and spin is 2.492 eV. Its spin multiplicity is 1. As for the total charge: -1. The total energy comes out at -649.7222 Eh. As for the highest occupied orbital energy: -1.56 eV.

Mulliken analysis output, partial charges in e: C 0.69; C -0.90; N -0.47; O -0.39; O -0.42; O -0.23; Si 0.50; H 0.34; H 0.26; H 0.21; H -0.16; H -0.19; H -0.26